[1]
This record from OMol25 describes a cluster of 2 separate species, C4H12S2 in total. The level of theory is the ωB97M-V functional and the def2-TZVPD basis.

Results
* SMILES: CSC.CSC
* LUMO level: 0.957 eV
* maximum force: 1.42 eV/Å
* HOMO-LUMO gap: 9.230 eV
* ΔE to the lowest compared entry with this formula, charge and spin: 0.582 eV
* HOMO energy: -8.3 eV

The geometry in ORCA input format:
```
! RIJCOSX wB97M-V def2-TZVPD def2/J DEFGRID3
* xyz 0 1
C -3.853 -0.124 0.676
S -3.332 1.199 -0.468
C -1.933 0.295 -1.204
H -3.676 -1.056 0.144
H -4.895 -0.023 0.829
H -3.302 -0.060 1.605
H -1.385 -0.168 -0.386
H -2.385 -0.535 -1.756
H -1.290 0.852 -1.872
C 3.092 1.329 0.499
S 1.823 0.198 -0.184
C 2.653 -1.380 0.068
H 3.282 2.061 -0.279
H 3.994 0.751 0.663
H 2.738 1.802 1.409
H 2.928 -1.543 1.106
H 1.996 -2.129 -0.292
H 3.545 -1.469 -0.557
*
```


[2]
This record from OMol25 describes the ion C27H29FN3O3S with charge +1. The level of theory is the ωB97M-V functional and the def2-TZVPD basis.

Results
* SMILES: Cc1ccc2c(c1)[C@@H]1CN(C)CC[C@@H]1N2/C(O)=C1/C=CC=C/C1=[NH+]/S(=O)(=O)c1ccc(F)cc1C
* LUMO level: -3.293 eV
* maximum force: 1.33 eV/Å
* HOMO-LUMO gap: 7.535 eV
* ΔE to the lowest compared entry with this formula, charge and spin: 0.000 eV
* HOMO energy: -10.8 eV

The geometry in ORCA input format:
```
! RIJCOSX wB97M-V def2-TZVPD def2/J DEFGRID3
* xyz 1 1
C -2.209 -0.768 4.461
C -1.509 -0.954 3.155
C -0.172 -1.342 3.115
C 0.503 -1.528 1.919
C -0.191 -1.315 0.742
C -1.552 -0.993 0.761
C -2.202 -0.784 1.957
H -3.246 -0.514 1.974
C -2.066 -0.896 -0.646
H -2.062 0.164 -0.925
C -3.492 -1.426 -0.932
N -3.624 -2.855 -0.998
C -3.677 -3.530 0.279
H -2.767 -3.425 0.885
H -3.859 -4.589 0.104
H -4.515 -3.131 0.848
C -2.690 -3.412 -1.946
C -1.228 -3.140 -1.562
C -0.964 -1.634 -1.432
N 0.234 -1.454 -0.594
C 1.434 -1.456 -1.105
O 1.517 -1.819 -2.373
H 2.376 -1.591 -2.759
C 2.662 -1.252 -0.336
C 3.703 -2.172 -0.508
C 4.872 -2.057 0.215
C 5.028 -1.005 1.107
C 4.027 -0.063 1.253
C 2.841 -0.164 0.533
N 1.841 0.811 0.634
H 2.036 1.442 1.402
S 1.657 1.758 -0.792
O 1.601 0.804 -1.865
O 2.701 2.730 -0.805
C 0.053 2.508 -0.588
C -0.878 2.221 -1.573
C -2.143 2.776 -1.519
C -2.438 3.615 -0.454
C -1.503 3.926 0.518
C -0.224 3.382 0.458
C 0.795 3.748 1.486
H 1.792 3.748 1.052
H 0.758 3.050 2.323
H 0.587 4.740 1.880
H -1.774 4.606 1.310
F -3.659 4.146 -0.368
H -2.885 2.581 -2.276
H -0.582 1.577 -2.385
H 4.163 0.772 1.924
H 5.939 -0.908 1.675
H 5.659 -2.782 0.086
H 3.566 -3.005 -1.182
H -0.784 -1.194 -2.414
H -1.025 -3.621 -0.602
H -0.558 -3.567 -2.307
H -2.902 -2.973 -2.924
H -2.854 -4.488 -2.012
H -3.801 -1.028 -1.903
H -4.177 -1.039 -0.177
H 1.530 -1.852 1.925
H 0.353 -1.512 4.042
H -2.691 -1.700 4.755
H -1.509 -0.493 5.246
H -2.980 -0.006 4.386
*
```


[3]
This record from OMol25 describes a cluster of 5 separate species, C40H76N2O14S4Si in total. The level of theory is the ωB97M-V functional and the def2-TZVPD basis.

Results
* SMILES: CCNC1=C(CCCCCCCC[Si](C)(C)c2ccccc2)C(=O)C=C(CCCCN)C1=O.CCOS(C)(=O)=O.CCOS(C)(=O)=O.CCOS(C)(=O)=O.CCOS(C)(=O)=O
* LUMO level: -1.371 eV
* maximum force: 8.11 eV/Å
* HOMO-LUMO gap: 7.374 eV
* HOMO energy: -8.7 eV

The geometry in ORCA input format:
```
! RIJCOSX wB97M-V def2-TZVPD def2/J DEFGRID3
* xyz 0 1
C 0.341 -4.470 2.206
C 1.004 -3.154 2.930
N 0.575 -1.830 2.284
C 1.831 -1.148 1.786
C 2.603 -1.673 0.589
C 2.155 -2.973 -0.309
C 2.342 -2.517 -1.899
C 1.740 -3.609 -2.970
C 0.669 -2.931 -4.061
C -0.876 -2.959 -3.510
C -1.368 -1.557 -2.816
C -3.005 -1.336 -3.060
C -3.794 -1.678 -1.663
Si -4.299 -0.135 -0.623
C -6.219 0.023 -0.730
C -3.440 1.518 -1.199
C -3.658 -0.467 1.194
C -3.139 0.789 2.113
C -2.577 0.599 3.662
C -2.550 -0.964 4.247
C -3.079 -2.253 3.329
C -3.652 -1.990 1.809
C 3.985 -0.860 0.109
O 5.085 -1.502 -0.294
C 3.864 0.804 0.236
C 3.095 1.330 1.434
C 2.937 2.958 1.522
C 2.168 3.517 2.856
C 0.546 3.837 2.602
C 0.283 4.989 1.464
N -1.231 5.183 1.239
C 2.492 0.223 2.480
O 2.512 0.282 3.813
H -0.776 -4.298 1.836
H 1.018 -4.904 1.353
H 0.269 -5.315 3.042
H 0.742 -3.184 4.083
H 2.187 -3.292 2.861
H 0.075 -1.263 3.020
H 0.981 -3.138 -0.166
H 2.766 -3.953 -0.080
H 3.469 -2.340 -2.198
H 1.779 -1.499 -2.043
H 1.233 -4.505 -2.413
H 2.651 -3.979 -3.646
H 0.691 -3.594 -5.052
H 1.003 -1.845 -4.391
H -0.924 -3.837 -2.705
H -1.608 -3.273 -4.383
H -0.762 -0.672 -3.319
H -1.098 -1.601 -1.674
H -3.367 -2.020 -3.962
H -3.186 -0.222 -3.374
H -3.072 -2.380 -1.035
H -4.760 -2.310 -1.873
H -6.545 0.004 -1.865
H -6.672 -0.856 -0.098
H -6.567 1.032 -0.236
H -4.002 2.386 -0.604
H -2.304 1.554 -0.891
H -3.530 1.710 -2.357
H -3.175 1.893 1.682
H -2.196 1.509 4.305
H -2.147 -1.127 5.343
H -3.034 -3.332 3.780
H -4.043 -2.890 1.160
H 4.295 1.551 -0.559
H 2.345 3.289 0.541
H 3.976 3.534 1.453
H 2.324 2.884 3.827
H 2.643 4.587 3.088
H 0.162 4.298 3.633
H -0.031 2.840 2.397
H 0.717 4.732 0.396
H 0.729 6.054 1.740
H -1.718 4.993 2.146
H -1.548 4.493 0.494
O 1.762 -4.296 -7.481
S 2.838 -3.356 -7.717
O 2.830 -2.022 -7.158
O 3.107 -3.251 -9.321
C 2.017 -2.938 -10.176
C 1.690 -1.457 -10.137
C 4.374 -4.135 -7.286
H 1.140 -3.544 -9.927
H 2.320 -3.210 -11.193
H 1.290 -1.168 -9.159
H 0.943 -1.206 -10.895
H 2.589 -0.856 -10.309
H 4.412 -5.123 -7.749
H 4.411 -4.229 -6.199
H 5.198 -3.509 -7.634
O -8.257 0.965 6.332
S -7.342 1.412 7.362
O -7.331 2.777 7.841
O -5.824 0.992 6.941
C -5.332 1.396 5.672
C -4.924 2.857 5.676
C -7.492 0.328 8.760
H -6.067 1.192 4.886
H -4.453 0.780 5.459
H -5.796 3.509 5.789
H -4.424 3.121 4.740
H -4.251 3.070 6.512
H -7.447 -0.706 8.413
H -8.456 0.522 9.236
H -6.682 0.541 9.460
O -2.122 1.710 -4.452
S -1.046 2.650 -4.688
O -1.054 3.985 -4.129
O -0.777 2.756 -6.292
C -1.867 3.068 -7.147
C -2.194 4.550 -7.107
C 0.490 1.871 -4.256
H -2.744 2.462 -6.898
H -1.564 2.797 -8.163
H -2.594 4.838 -6.130
H -2.940 4.800 -7.865
H -1.295 5.150 -7.279
H 0.529 0.884 -4.720
H 0.527 1.777 -3.169
H 1.314 2.497 -4.604
O 7.703 -0.822 7.600
S 7.879 0.406 6.855
O 7.681 1.706 7.457
O 7.001 0.325 5.484
C 5.615 0.030 5.578
C 4.819 1.247 6.013
C 9.482 0.380 6.093
H 5.441 -0.817 6.250
H 5.284 -0.276 4.581
H 5.054 1.523 7.045
H 3.746 1.048 5.952
H 5.057 2.111 5.385
H 9.619 -0.579 5.588
H 10.231 0.501 6.878
H 9.550 1.206 5.383
*
```


[4]
This record from OMol25 describes a structure of composition C26H17F9N4O3STi. The level of theory is the ωB97M-V functional and the def2-TZVPD basis.

Results
* <S²>: 0.75
* LUMO level (spin up / spin down): -4.187 / -4.146 eV
* maximum force: 1.07 eV/Å
* HOMO-LUMO gap (spin up / spin down): 7.410 / 7.451 eV
* ΔE to the lowest compared entry with this formula, charge and spin: 0.331 eV
* HOMO energy (spin up / spin down): -11.6 / -11.6 eV

The geometry in ORCA input format:
```
! RIJCOSX wB97M-V def2-TZVPD def2/J DEFGRID3
* xyz 1 2
Ti -0.246 0.404 0.084
S 5.334 0.735 5.192
N 5.378 0.360 3.626
C 4.128 0.377 3.193
C 3.699 0.081 1.846
C 4.567 -0.296 0.819
C 4.053 -0.588 -0.426
C 2.682 -0.493 -0.630
N 1.849 -0.128 0.338
C 2.333 0.155 1.565
C 1.366 0.518 2.602
N 0.066 0.562 2.248
C -0.856 0.829 3.165
C -0.527 1.081 4.491
C 0.798 1.058 4.869
C 1.775 0.767 3.915
C 3.189 0.706 4.204
N 3.747 0.930 5.382
H 5.628 -0.357 1.021
H 4.692 -0.886 -1.244
H 2.233 -0.714 -1.590
H -1.883 0.837 2.822
H -1.311 1.296 5.202
H 1.099 1.255 5.889
C -1.462 -7.373 0.895
C -1.450 -5.908 0.576
C -0.851 -5.429 -0.581
C -0.820 -4.078 -0.893
C -0.175 -3.701 -2.199
C -1.417 -3.164 0.010
C -2.090 -3.637 1.160
C -2.827 -2.764 2.141
C -2.073 -4.998 1.421
C -1.282 -1.723 -0.202
O -1.830 -0.837 0.552
O -0.484 -1.235 -1.090
H -0.900 -7.947 0.161
H -2.486 -7.751 0.913
H -1.032 -7.557 1.880
H -0.403 -6.131 -1.273
H -0.049 -4.596 -2.805
H 0.810 -3.257 -2.043
H -0.762 -2.981 -2.762
H -3.375 -1.957 1.665
H -2.133 -2.314 2.856
H -3.527 -3.378 2.705
H -2.580 -5.362 2.307
F -1.019 4.874 0.268
C -0.325 4.531 -0.820
F -0.727 5.292 -1.836
F 0.959 4.776 -0.583
C -0.538 3.023 -1.125
O 0.153 2.265 -0.222
C -0.029 2.666 -2.553
F 0.180 1.328 -2.606
F -0.893 2.982 -3.508
F 1.133 3.251 -2.811
C -2.049 2.667 -1.003
F -2.875 3.529 -1.552
F -2.248 1.448 -1.567
F -2.368 2.509 0.293
*
```


- Among the records above, which one has the lowest maximum force?
  C26H17F9N4O3STi